Formula: C15H25CeN4O9
Source: the OMol25 dataset
Level of theory: ωB97M-V/def2-TZVPD

The value obtained for the total energy is -53256.538 eV. The calculation puts the maximum force at 2.5 eV Å⁻¹. The HOMO-LUMO gap comes out at 7.070 eV. The value obtained for the relative energy (zero: lowest compared OMol25 entry of this formula, charge and spin) is 0.2948 eV.

```
! wB97M-V def2-TZVPD RIJCOSX def2/J DEFGRID3
* xyz 3 1
Ce 0.14 0.33 -0.07
O -4.43 -0.46 0.12
C -3.16 -0.38 0.36
O -2.28 -0.29 -0.51
C -2.79 -0.41 1.80
C -3.71 -0.40 2.83
C -3.23 -0.34 4.13
C -1.86 -0.26 4.33
C -1.02 -0.28 3.23
N -1.48 -0.38 1.98
C 0.46 -0.13 3.26
O 1.14 0.03 4.36
O 1.07 -0.11 2.19
H -4.63 -0.42 -0.83
H -4.77 -0.44 2.63
H -3.91 -0.33 4.97
H -1.48 -0.18 5.34
H 0.62 -0.04 5.17
C 0.41 -3.07 0.66
O 1.07 -1.90 0.10
C 2.21 -2.22 -0.72
C 3.11 -1.02 -0.77
O 2.31 0.13 -1.13
C 2.94 1.02 -2.10
H 1.08 -3.53 1.39
H 0.19 -3.77 -0.14
H -0.50 -2.75 1.14
H 1.85 -2.50 -1.71
H 2.76 -3.05 -0.27
H 3.88 -1.19 -1.52
H 3.58 -0.83 0.20
H 3.04 0.48 -3.03
H 3.91 1.32 -1.72
H 2.29 1.88 -2.23
N 2.10 2.26 1.03
C 1.16 3.40 1.17
C 0.03 2.71 0.49
O 0.17 2.40 -0.77
O -0.83 2.05 1.12
H 2.65 2.12 1.87
H 2.74 2.45 0.27
H 1.46 4.32 0.69
H 0.90 3.59 2.21
C -0.89 1.71 -3.83
N -1.00 0.29 -4.16
C -0.67 -0.71 -3.37
N -0.79 -1.97 -3.78
O -0.19 -0.50 -2.19
H -1.51 2.27 -4.52
H 0.14 2.06 -3.93
H -1.25 1.90 -2.83
H -1.27 0.06 -5.11
H -1.17 -2.22 -4.68
H -0.58 -2.72 -3.14
*
```

=====

Formula: C15H25Cl3OReSi
Source: the OMol25 dataset
Level of theory: ωB97M-V/def2-TZVPD

The value obtained for the total energy is -65584.958 eV. The calculation puts the maximum force at 4.5 eV Å⁻¹. The HOMO-LUMO gap (spin up / spin down) comes out at 5.774 / 6.223 eV.

```
! wB97M-V def2-TZVPD RIJCOSX def2/J DEFGRID3
* xyz -2 4
C -0.43 1.00 -2.42
C -1.27 -0.04 -1.97
C -0.48 -1.15 -1.60
C -2.76 0.00 -1.94
C 0.93 -0.77 -1.74
C 0.93 0.62 -2.18
C 2.10 1.34 -2.71
C -0.84 2.27 -3.06
C -1.01 -2.53 -1.48
C 2.10 -1.67 -1.97
Re 0.78 0.11 0.22
Cl -3.70 -1.29 1.94
Cl -0.40 2.14 0.39
Cl 1.24 -2.08 0.98
H -3.11 1.03 -1.79
H -3.15 -0.61 -1.12
H -3.19 -0.37 -2.89
H -1.87 -2.56 -0.80
H -0.25 -3.22 -1.10
H -1.35 -2.89 -2.46
H 1.98 -2.61 -1.41
H 3.02 -1.17 -1.65
H 2.22 -1.92 -3.04
H 3.04 0.98 -2.25
H 2.02 2.42 -2.53
H 2.19 1.18 -3.80
H -1.83 2.59 -2.72
H -0.88 2.12 -4.15
H -0.11 3.06 -2.85
O 2.35 1.01 0.48
H 2.42 1.91 0.85
C -1.58 0.92 5.90
Si -0.05 0.10 5.21
C 1.43 1.01 5.92
C -0.03 -1.71 5.71
C -0.07 0.10 3.39
C 0.20 0.12 2.18
H -1.60 0.72 6.98
H -2.48 0.49 5.43
H -1.56 2.00 5.73
H 1.31 1.00 7.02
H 2.38 0.52 5.68
H 1.47 2.06 5.59
H -0.96 -2.18 5.33
H 0.83 -2.23 5.27
H 0.01 -1.79 6.81
*
```